{
  "formula": "C6H12",
  "method": "ωB97M-V with the def2-TZVPD basis set",
  "smiles": "C=C(C)CCC",
  "energy_ha": -235.77562,
  "total_charge": 0,
  "e_homo_ev": -9.2,
  "orbital_gap_ev": 10.3129,
  "species": ["C", "C", "C", "C", "C", "C", "H", "H", "H", "H", "H", "H", "H", "H", "H", "H", "H", "H"],
  "positions_angstrom": [[1.662501, -0.155195, -2.055459], [0.753643, -0.651301, -0.911489], [-0.233421, 0.422148, -0.476770], [-0.922128, 0.186366, 0.846167], [-2.242707, 0.065797, 0.878142], [-0.123152, 0.140465, 2.103931], [2.050511, -0.986300, -2.637971], [2.569800, 0.222021, -1.588130], [1.198642, 0.640787, -2.631488], [0.139051, -1.492355, -1.225259], [1.380962, -0.989443, -0.093733], [0.253882, 1.414803, -0.436882], [-1.018455, 0.628526, -1.207444], [-2.783969, 0.001844, 1.823415], [-2.960158, 0.241448, 0.074935], [0.952614, 0.303636, 2.058603], [-0.503789, 0.829070, 2.854895], [-0.173823, -0.822316, 2.624541]],
  "atomic_forces_ev_per_a": [[0.40, -0.47, 1.08], [-0.44, 0.27, -0.79], [0.04, 1.19, 0.53], [-0.18, -0.03, -0.88], [-1.08, 0.60, 0.76], [0.43, -0.61, 1.29], [-0.40, 0.01, -0.51], [0.04, 0.55, -0.03], [0.02, -0.21, -0.32], [0.13, -0.30, -0.08], [-0.04, -0.03, 0.29], [0.30, -0.33, 0.28], [0.07, -0.55, -0.30], [0.35, -0.24, 0.08], [0.72, -0.30, -0.36], [0.00, 0.32, -0.64], [-0.11, 0.31, -0.10], [-0.26, -0.17, -0.31]]
}



{
  "formula": "C6H12",
  "method": "ωB97M-V with the def2-TZVPD basis set",
  "smiles": "C[C@H]1C[C@@H](C)C1",
  "energy_ha": -235.74453,
  "total_charge": 0,
  "e_homo_ev": -9.8,
  "orbital_gap_ev": 11.0587,
  "species": ["C", "C", "C", "C", "C", "C", "H", "H", "H", "H", "H", "H", "H", "H", "H", "H", "H", "H"],
  "positions_angstrom": [[-1.996157, 0.236459, 0.667213], [-1.121784, 0.290853, -0.589472], [0.165480, 1.138569, -0.421455], [1.118847, -0.075313, -0.642422], [1.925844, -0.417381, 0.722820], [-0.177917, -0.921521, -0.869194], [-1.381286, 0.005407, 1.544971], [-2.784425, -0.524614, 0.603346], [-2.487050, 1.201214, 0.856633], [-1.785002, 0.513316, -1.446090], [0.500733, 1.054184, 0.594477], [0.255956, 2.172419, -0.780386], [1.865421, -0.033217, -1.441538], [2.278961, -1.449633, 0.663979], [2.815492, 0.220130, 0.899092], [1.371188, -0.360024, 1.693628], [-0.298391, -1.298642, -1.891314], [-0.265916, -1.752199, -0.164288]],
  "atomic_forces_ev_per_a": [[0.07, -0.07, 0.02], [0.24, -0.06, 0.12], [0.39, 0.04, 0.65], [0.54, -0.42, 0.50], [-0.16, -0.18, -0.69], [0.18, -0.30, 0.08], [-0.09, 0.00, -0.09], [0.15, 0.10, -0.09], [0.15, -0.16, -0.10], [0.62, 0.11, 0.21], [-1.50, 1.83, 1.20], [0.21, -0.54, -0.24], [-0.33, -0.22, -0.09], [0.12, 0.00, -0.06], [-0.43, -0.14, -0.51], [-0.21, 0.06, -1.04], [0.18, 0.00, 0.23], [-0.13, -0.05, -0.10]]
}



{
  "formula": "C6H12",
  "method": "ωB97M-V with the def2-TZVPD basis set",
  "smiles": "C/C=C/C.C=C",
  "energy_ha": -235.74627,
  "total_charge": 0,
  "e_homo_ev": -8.8,
  "orbital_gap_ev": 10.1213,
  "species": ["C", "C", "C", "C", "C", "C", "H", "H", "H", "H", "H", "H", "H", "H", "H", "H", "H", "H"],
  "positions_angstrom": [[2.392831, 0.026014, 0.642691], [1.083923, 0.527732, 0.112827], [0.033312, 0.817263, 0.874581], [-1.234543, 1.452894, 0.396047], [-1.695655, -1.185004, -1.305858], [-0.627069, -1.765097, -0.775014], [2.319197, -0.187993, 1.714163], [3.170833, 0.786617, 0.502501], [2.734433, -0.882362, 0.131615], [1.011325, 0.677066, -0.966560], [-1.220557, 2.501127, 0.710073], [0.096197, 0.631470, 1.948112], [-2.128173, 0.993239, 0.835352], [-1.331451, 1.426118, -0.694168], [-2.591396, -1.000209, -0.718145], [-1.703980, -0.826301, -2.332032], [-0.596581, -2.071742, 0.267386], [0.287360, -1.920833, -1.343564]],
  "atomic_forces_ev_per_a": [[0.06, -0.02, 0.06], [-0.13, 0.14, 0.14], [0.22, 0.05, -0.04], [-0.01, 0.09, -0.01], [0.08, -0.16, 0.03], [-0.17, -0.01, -0.11], [0.04, 0.03, -0.15], [-0.05, -0.15, 0.02], [-0.09, 0.12, 0.05], [0.02, 0.06, 0.18], [-0.17, 0.00, -0.04], [0.07, 0.05, -0.10], [0.18, 0.03, -0.06], [0.09, 0.00, 0.19], [0.11, -0.09, -0.11], [-0.01, -0.13, 0.10], [-0.07, -0.02, -0.18], [-0.17, 0.01, 0.04]]
}